[1]
DFT (ωB97M-V/def2-TZVPD) results for a single C22H21N3O3 molecule in a non-equilibrium geometry.

Output
SMILES: Cc1ccc([C@H](c2c(C)n(C)c3ccccc23)C2C(=O)NC(=O)NC2=O)cc1
Calculated total energy (Eh): -1240.9797
2S+1: 1
Kohn-Sham gap (eV): 7.7797
LUMO energy (Eh): 0.0084
E_HOMO (eV): -7.55
Max |F| (eV Å⁻¹): 2.58

Each line ends with the Löwdin charge.
CARTESIAN COORDINATES (ANGSTROEM)
C1 2.49430 -2.06605 0.98616  -0.010
C2 2.09781 -0.65733 0.78721  -0.230
N1 3.02790 0.33503 0.86665  -0.053
C3 4.44417 0.12162 1.07938  -0.006
C4 2.43659 1.56390 0.63238  -0.160
C5 1.06765 1.33145 0.31112  -0.114
C6 0.25206 2.45573 0.10651  -0.023
C7 0.79759 3.72836 0.35921  -0.093
C8 2.13879 3.92030 0.71794  -0.095
C9 3.00332 2.81845 0.82922  -0.016
C10 0.87979 -0.10310 0.35851  -0.116
C11 -0.33133 -0.90733 -0.09273  -0.139
C12 -1.64963 -0.24663 0.43564  -0.144
C13 -1.66063 0.60628 1.55759  -0.049
C14 -2.82729 1.27482 1.94007  -0.035
C15 -4.01711 1.08866 1.21863  -0.285
C16 -5.26107 1.85463 1.52643  -0.062
C17 -4.04594 0.11018 0.22923  -0.033
C18 -2.89623 -0.59863 -0.07075  -0.038
H1 1.62385 -2.65522 1.29050  0.085
H2 2.90901 -2.51264 0.06433  0.089
H3 3.24464 -2.15419 1.78255  0.082
H4 4.92146 1.09336 1.15474  0.074
H5 4.63239 -0.42942 2.00053  0.089
H6 4.89713 -0.42169 0.24509  0.102
H7 -0.78322 2.32258 -0.20431  0.109
H8 0.13656 4.59558 0.30791  0.098
H9 2.53659 4.92269 0.86572  0.097
H10 4.05577 2.90114 1.05973  0.093
H11 -0.23669 -1.84518 0.49030  0.150
H12 -0.74918 0.75651 2.14038  0.121
H13 -2.79399 1.98721 2.76819  0.116
H14 -6.07941 1.50804 0.89706  0.071
H15 -5.57238 1.76636 2.56899  0.081
H16 -5.13234 2.91951 1.33379  0.080
H17 -4.95956 -0.11200 -0.32773  0.117
H18 -2.99494 -1.42653 -0.75666  0.081
C19 -0.22368 -1.23095 -1.58466  -0.043
C20 1.16881 -1.77123 -2.02869  -0.346
O1 2.19286 -1.08929 -1.98486  0.095
N2 1.25908 -3.06443 -2.54007  0.196
C21 0.25382 -3.74762 -3.23553  -0.475
O2 0.43030 -4.68368 -3.98419  0.108
N3 -1.01110 -3.22671 -2.96025  0.193
C22 -1.32304 -2.04887 -2.30505  -0.331
O3 -2.48300 -1.65417 -2.48100  0.048
H19 -0.27899 -0.26557 -2.11488  0.183
H20 2.18810 -3.38722 -2.79005  0.166
H21 -1.77957 -3.67671 -3.45026  0.172

Atomic forces in eV per Å
0.01 -0.57 0.06
-1.41 1.00 -1.17
0.36 0.18 0.30
-0.09 0.08 0.00
-0.22 -0.45 0.28
0.73 -0.03 -0.13
0.47 0.52 0.17
-0.66 -0.45 -0.18
0.70 -0.72 -0.15
-0.96 0.50 -0.30
0.67 -0.36 0.35
0.09 -0.15 2.58
0.00 -0.47 0.29
0.06 0.09 -0.14
0.09 -0.26 -0.42
0.15 -0.18 0.13
-0.28 0.33 0.07
0.13 0.13 0.42
0.04 -0.18 -0.34
0.15 -0.01 -0.08
-0.08 0.18 0.37
-0.18 -0.05 -0.21
0.11 -0.08 0.04
0.00 0.04 0.03
-0.09 0.04 0.03
0.24 0.26 0.18
0.23 -0.22 -0.15
-0.19 -0.19 0.03
-0.05 0.30 0.08
-0.16 0.05 -0.47
-0.23 0.10 -0.34
-0.03 -0.29 -0.19
-0.06 0.01 0.05
0.07 -0.10 0.01
0.05 0.09 -0.03
0.18 0.04 0.35
-0.03 0.51 0.39
0.15 -0.30 -2.04
1.45 1.41 0.14
-1.78 -1.19 -0.04
-0.20 -0.64 -0.47
-0.47 0.08 0.42
0.12 0.76 0.74
0.77 -0.51 0.02
-2.17 0.77 -0.87
2.22 -0.57 -0.07
-0.02 -0.13 0.15
-0.03 0.32 0.04
0.16 0.27 0.08



[2]
DFT (ωB97M-V/def2-TZVPD) results for a single C3H5O2P molecule in a non-equilibrium geometry.

Output
Calculated total energy (Eh): -609.0544
2S+1: 1
Kohn-Sham gap (eV): 9.4914
LUMO energy (Eh): -0.0448
E_HOMO (eV): -10.71
Max |F| (eV Å⁻¹): 4.34

Each line ends with the Löwdin charge.
CARTESIAN COORDINATES (ANGSTROEM)
C1 -0.49067 1.64634 -0.19318  0.197
C2 -0.52155 0.47157 0.06833  -0.362
C3 -1.16623 -0.65284 0.65309  -0.104
O1 1.50280 -1.70286 -0.40323  -0.345
O2 2.23651 0.69346 0.34859  -0.323
P1 1.46486 -0.20894 -0.48310  0.488
H1 -0.29894 2.53382 -0.70649  0.068
H2 -0.26890 -1.19816 1.11577  0.094
H3 -1.61158 -1.31935 -0.05471  0.083
H4 -1.93126 -0.47735 1.51647  0.134
H5 1.08496 0.21432 -1.86155  0.070

Atomic forces in eV per Å
0.46 0.16 -0.65
-2.17 0.85 0.56
0.52 -2.32 3.63
-0.82 1.93 -0.12
0.45 0.82 0.21
0.93 -1.98 -2.33
0.19 1.09 -0.13
-1.72 -0.02 -0.29
-0.13 -0.34 -0.58
1.42 0.30 -1.74
0.87 -0.50 1.45



[3]
DFT (ωB97M-V/def2-TZVPD) results for a molecular structure, C20H12F15IMgN3O7S2 in a non-equilibrium geometry.

Output
Calculated total energy (Eh): -4252.7485
2S+1: 1
Kohn-Sham gap (eV): 7.7793
LUMO energy (Eh): 0.0778
E_HOMO (eV): -5.66
Max |F| (eV Å⁻¹): 1.48
Total charge: -1

Each line ends with the Löwdin charge.
CARTESIAN COORDINATES (ANGSTROEM)
Mg1 -0.90051 0.15863 0.31374  0.497
C1 -1.50534 4.64264 -0.81326  -0.026
C2 -0.16657 4.00398 -1.03292  -0.246
N1 0.70350 4.62849 -1.78835  0.105
C3 1.92906 4.08873 -1.96963  -0.122
C4 2.34920 2.94646 -1.34329  -0.173
C5 3.77004 2.49228 -1.53165  -0.211
O1 4.57855 2.69204 -0.36492  -0.071
C6 1.43178 2.24845 -0.51893  -0.075
C7 1.90546 1.18641 0.33842  -0.030
N2 1.14831 0.37626 0.99396  0.031
C8 1.76272 -0.37917 2.02147  -0.325
C9 2.91409 -1.13065 1.81125  -0.025
C10 3.51466 -1.80256 2.86313  -0.081
C11 2.97361 -1.72821 4.13821  -0.096
C12 1.81462 -0.99903 4.35723  -0.157
C13 1.20668 -0.33888 3.30180  -0.627
I1 -0.56750 0.70847 3.61202  1.086
C14 0.10495 2.72910 -0.40565  -0.295
O2 -0.82508 2.13031 0.25042  -0.128
H1 -1.41487 5.71831 -0.95303  0.073
H2 -1.88379 4.41225 0.18288  0.080
H3 -2.23746 4.26231 -1.52799  0.070
H4 2.59659 4.62825 -2.63534  0.102
H5 4.20149 3.02672 -2.38316  0.111
H6 3.82704 1.42509 -1.74935  0.123
H7 4.41505 3.58812 -0.05715  0.089
H8 2.98108 1.16924 0.51703  0.129
H9 3.31595 -1.20525 0.80853  0.122
H10 4.40250 -2.39597 2.68173  0.104
H11 3.43771 -2.25682 4.96135  0.101
H12 1.37182 -0.95680 5.34425  0.093
F1 -0.50401 -0.06426 -4.61582  0.138
C15 -1.69174 -0.16284 -4.01138  -0.670
F2 -2.47669 -0.95304 -4.74192  0.143
F3 -2.23710 1.04632 -3.96140  0.143
S1 -1.42716 -0.90950 -2.34235  0.661
O3 -0.51665 0.03352 -1.69124  -0.289
O4 -0.94864 -2.20600 -2.66235  -0.220
N3 -2.89508 -0.84823 -1.78852  -0.265
S2 -3.65686 -0.28593 -0.55483  0.637
O5 -4.92299 -0.91150 -0.38475  -0.234
O6 -2.86774 -0.08145 0.66321  -0.314
C16 -4.08676 1.44876 -1.06281  -0.661
F4 -5.13676 1.43528 -1.88552  0.141
F5 -3.07332 2.03503 -1.68703  0.131
F6 -4.40131 2.16972 0.01167  0.148
F7 -0.93180 -4.62838 2.69880  0.147
C17 -0.58377 -3.41845 2.20983  -0.521
F8 0.72486 -3.25408 2.47791  0.152
F9 -1.24164 -2.50999 2.93765  0.119
C18 -0.86857 -3.20139 0.67187  -0.294
O7 -0.81762 -1.90216 0.33616  -0.170
C19 -2.27820 -3.84086 0.38820  -0.523
F10 -3.18671 -3.35386 1.25965  0.154
F11 -2.72296 -3.57239 -0.83915  0.159
F12 -2.28266 -5.19078 0.51864  0.141
C20 0.20931 -4.03961 -0.14532  -0.509
F13 0.66675 -5.13570 0.51636  0.132
F14 -0.27404 -4.49180 -1.31862  0.144
F15 1.27452 -3.27562 -0.41979  0.155

Atomic forces in eV per Å
0.96 -0.68 0.90
-0.01 -0.01 0.00
0.04 0.02 -0.02
-0.05 -0.04 0.06
0.01 0.00 0.02
-0.02 0.03 0.01
0.01 0.00 0.03
0.00 -0.08 -0.08
-0.02 0.00 -0.07
-0.10 0.01 0.10
0.09 0.06 -0.06
-0.03 0.05 0.02
-0.01 -0.02 0.02
0.01 0.00 -0.01
0.02 -0.02 0.00
-0.04 -0.02 0.02
0.09 -0.08 -0.10
-0.01 0.06 0.09
-0.05 -0.03 0.06
-0.03 0.07 -0.20
0.00 0.00 0.00
0.01 0.01 -0.03
0.03 0.01 0.02
-0.03 -0.02 0.02
0.01 -0.01 -0.01
-0.01 0.00 0.03
-0.03 0.07 0.03
0.03 -0.01 0.04
-0.02 0.01 0.00
-0.03 0.02 0.01
-0.01 0.01 -0.01
0.02 0.00 -0.04
-0.01 -0.02 0.00
0.11 -0.03 -0.02
0.01 0.01 0.02
-0.01 0.04 0.02
-0.38 0.36 -0.32
-0.34 -0.15 -0.02
-0.05 -0.07 0.05
0.08 -0.15 -0.04
-0.35 0.24 -0.08
0.05 -0.15 0.04
-0.03 0.15 -0.73
-0.08 -0.04 0.02
0.02 -0.03 -0.03
0.08 -0.02 0.02
-0.06 -0.02 0.04
0.07 0.20 -0.23
0.11 0.10 0.09
-0.08 -0.08 -0.14
-0.02 0.00 -0.06
0.06 0.24 -0.21
-0.04 -0.42 0.37
-0.19 -0.06 0.05
0.21 -0.13 -0.20
0.10 0.06 0.23
0.06 0.31 0.00
0.07 -0.11 -0.19
-0.20 0.32 -0.08
0.15 0.15 0.43
-0.17 -0.16 0.13



[4]
DFT (ωB97M-V/def2-TZVPD) results for 2 unconnected molecules or ions with the total composition C20H21F3NO8S3 in a non-equilibrium geometry.

Output
Calculated total energy (Eh): -2925.5356
2S+1: 1
Kohn-Sham gap (eV): 5.1568
LUMO energy (Eh): 0.0638
E_HOMO (eV): -3.42
Max |F| (eV Å⁻¹): 2.37
Total charge: -1

Each line ends with the Löwdin charge.
CARTESIAN COORDINATES (ANGSTROEM)
F1 -2.47792 1.89318 0.83584  0.075
C1 -1.34443 2.43769 1.35191  -0.760
F2 -1.11175 3.64180 0.77577  0.088
F3 -1.56470 2.65520 2.68288  0.079
S1 0.00917 1.17912 1.03214  1.082
N1 1.03555 1.82864 2.29134  -0.574
S2 2.29176 2.98590 1.80264  0.655
C2 2.01436 4.42614 2.83151  -0.261
C3 1.84174 5.71927 2.31423  -0.041
C4 1.77611 6.79245 3.20856  -0.073
C5 1.90246 6.56719 4.58467  -0.076
C6 1.99283 5.26512 5.08358  -0.061
C7 2.10961 4.20558 4.19395  -0.063
O1 3.50724 2.33513 2.20649  -0.280
O2 2.07546 3.39923 0.44725  -0.294
S3 1.60170 0.51257 3.33966  0.658
C8 0.00101 -0.09483 3.88353  -0.296
C9 -0.59522 0.28524 5.09164  -0.053
C10 -1.92389 -0.08114 5.33686  -0.074
C11 -2.64853 -0.78809 4.37174  -0.057
C12 -2.02236 -1.17256 3.18940  -0.083
C13 -0.67755 -0.91565 2.99341  -0.135
O3 2.22713 -0.46343 2.48864  -0.274
O4 2.30129 1.11068 4.44123  -0.305
H1 1.80202 5.88872 1.24265  0.115
H2 1.66901 7.81248 2.83452  0.106
H3 1.92326 7.39811 5.28377  0.101
H4 2.02752 5.02383 6.14436  0.109
H5 2.31891 3.20635 4.55526  0.087
H6 -0.03446 0.87381 5.81458  0.112
H7 -2.40655 0.17021 6.28484  0.104
H8 -3.70021 -1.04384 4.52232  0.113
H9 -2.53805 -1.74901 2.42626  0.109
H10 -0.16873 -1.35740 2.14067  0.102
H11 -2.05718 -1.55883 -1.21321  0.068
C14 -2.21060 -2.61259 -1.40407  0.006
C15 -1.97953 -3.64520 -0.44499  -0.535
O5 -2.03329 -4.85026 -0.68424  0.006
O6 -1.76214 -3.24413 0.87130  -0.074
C16 -1.80726 -4.44223 1.68996  -0.255
C17 -1.54650 -4.18196 3.14728  -0.092
C18 -2.82443 -3.09888 -2.61190  -0.538
O7 -2.84039 -4.26216 -3.01000  0.011
O8 -3.52878 -2.14465 -3.31976  -0.043
C19 -4.31287 -2.84311 -4.31344  -0.278
C20 -5.09572 -1.89724 -5.19065  -0.098
H12 -2.81436 -4.88270 1.60571  0.125
H13 -1.08671 -5.16904 1.28742  0.120
H14 -1.54331 -5.14700 3.65980  0.077
H15 -0.59146 -3.68597 3.32540  0.074
H16 -2.34380 -3.58036 3.58793  0.054
H17 -3.65910 -3.49359 -4.91561  0.116
H18 -5.04375 -3.49270 -3.80145  0.122
H19 -5.50683 -2.47703 -6.02359  0.067
H20 -5.93167 -1.47091 -4.62584  0.067
H21 -4.48514 -1.08619 -5.59311  0.068

Atomic forces in eV per Å
0.82 0.76 0.20
-0.42 -0.71 0.34
-0.27 -1.03 0.50
0.33 -0.15 -1.37
-0.02 2.28 0.63
0.44 -0.22 -0.65
0.21 -0.30 -0.10
0.05 0.06 0.02
-0.03 -0.31 0.15
0.32 -0.26 0.15
-0.34 -0.29 0.05
0.29 0.03 -0.33
-0.05 0.01 0.23
-0.34 0.61 -0.20
-0.22 -0.38 0.43
-0.52 -0.35 0.02
0.17 -0.07 0.17
-0.06 0.30 -0.18
0.11 -0.17 0.04
0.22 0.33 -0.20
-0.29 -0.32 0.21
0.09 -0.07 -0.24
-0.39 0.49 0.50
-0.27 -0.19 -0.21
-0.10 -0.14 0.14
0.06 -0.35 0.06
-0.16 -0.02 -0.17
0.09 0.39 -0.16
-0.18 0.05 0.03
-0.11 -0.07 -0.17
0.28 0.03 -0.30
0.35 0.14 0.07
0.05 0.16 0.14
-0.18 0.20 0.07
-0.34 -0.08 0.14
-0.06 -0.69 0.00
-0.25 -0.19 -1.73
0.21 0.39 0.63
0.13 -0.72 1.04
-0.04 -0.10 -0.19
-0.04 0.23 0.19
0.85 -0.70 0.96
-0.07 0.77 -0.06
-0.76 -0.33 -1.09
-0.04 0.02 -0.11
-0.09 0.28 0.18
0.39 0.01 -0.18
-0.32 0.23 0.19
0.07 0.02 0.00
0.01 -0.02 0.05
0.15 -0.11 0.10
-0.25 0.30 0.26
0.43 0.03 -0.12
-0.02 0.13 0.04
0.10 0.13 -0.16
0.00 -0.05 0.01



Per-record ΔE to the lowest compared entry with this formula, charge and spin, kJ/mol: 190.1 247.1 54.4 0.0